Entry 1:
# C16H40O8

4 unconnected molecules or ions with the total composition C16H40O8 at a distorted geometry (the ωB97M-V functional and the def2-TZVPD basis, the OMol25 dataset).

The geometry in ORCA input format:
```
! RIJCOSX wB97M-V def2-TZVPD def2/J DEFGRID3
* xyz 0 1
H -0.47 4.84 2.73
H 1.01 -1.46 3.01
H -0.67 5.22 -0.61
O -1.42 3.81 -1.92
H 2.88 -5.03 -0.76
C -1.51 4.52 2.92
H -0.05 2.86 -0.66
H 0.13 5.15 -2.22
H 2.30 -2.58 3.31
C -1.25 1.41 -1.81
C -1.75 1.38 3.29
H 2.30 -2.59 -4.70
C 2.65 -4.39 -3.57
H -0.14 -3.94 -6.93
H -1.17 0.47 3.45
O 1.15 -4.13 -5.40
C 1.97 -1.81 2.60
H 3.64 -6.10 -1.98
C -0.95 2.49 3.98
O -2.07 0.97 -0.74
H 0.69 -4.01 2.13
C 0.72 -3.29 1.30
H 2.09 -6.51 -1.20
C -0.54 2.73 -1.64
C 0.24 -3.33 -6.11
H 0.72 -3.85 0.37
O -1.60 3.74 4.08
H -1.83 1.52 2.20
C 1.82 0.67 1.13
H -0.25 -2.77 1.37
H 3.43 -3.82 -3.05
H 3.74 -1.06 1.73
H 0.98 -3.09 -3.61
H -2.15 5.38 3.06
C -3.04 1.91 -0.33
O 2.61 0.56 2.30
H 1.42 1.68 1.08
O -3.03 1.07 3.80
H 0.75 -2.47 -6.58
H -3.53 1.55 0.58
H -4.44 2.07 2.62
C 1.74 -3.45 -4.31
H 2.36 0.28 0.25
C 2.69 -5.70 -1.62
H -0.03 2.61 3.39
H -1.51 5.82 -2.04
H 3.64 -0.75 3.44
H 0.26 2.78 -2.40
H -1.83 3.97 2.02
H 3.11 -5.13 -4.22
H -0.71 2.16 4.98
O 1.81 -2.41 1.33
H -3.75 3.04 3.95
H -2.60 2.88 -0.09
C 3.04 -0.75 2.53
C -0.82 5.05 -1.68
O 1.88 -5.06 -2.57
H -1.84 1.49 -2.73
H -0.51 0.62 -1.94
H -3.79 2.03 -1.12
H 1.00 -0.06 1.18
H -0.59 -2.99 -5.50
C -4.05 2.04 3.65
H -4.88 1.74 4.29
*
```

Computed properties:
Maximum force, eV Å⁻¹: 1.6
LUMO energy, eV: 0.62
ΔE to the lowest compared entry with this formula, charge and spin, kJ/mol: 370.15
SMILES: COCCOC.COCCOC.COCCOC.COCCOC

Atomic partial charges in e from the Löwdin method, atoms 1 to 2:
1. H 0.09
2. H 0.13

=====

Entry 2:
# CH9N4

A molecular structure, CH9N4 at a distorted geometry (the ωB97M-V functional and the def2-TZVPD basis, the OMol25 dataset).

The geometry in ORCA input format:
```
! RIJCOSX wB97M-V def2-TZVPD def2/J DEFGRID3
* xyz 1 1
N -0.87 0.16 -1.09
N 1.99 1.11 0.00
H -0.60 1.13 -1.12
H 2.06 0.85 -0.98
H -0.01 -0.75 1.84
H -1.63 -0.01 -1.73
N -1.81 -1.44 0.30
H 2.82 0.80 0.48
H -1.65 -2.12 1.03
H 0.96 0.62 0.59
H -2.30 -1.82 -0.50
C -0.87 -0.50 0.11
H 1.91 2.13 0.06
N -0.01 -0.16 1.02
*
```

Computed properties:
Maximum force, eV Å⁻¹: 1.3
LUMO energy, eV: -3.07
ΔE to the lowest compared entry with this formula, charge and spin, kJ/mol: 46.15

Atomic partial charges in e from the Löwdin method, atoms 1 to 2:
1. N 0.15
2. N 0.14